Here is a molecular structure, C18H33DyN5O6 from the Open Molecules 2025 dataset. Energies are from the ωB97M-V functional and the def2-TZVPD basis.

```
63
Properties=species:S:1:pos:R:3
O 4.119 -1.616 -2.228
H 4.258 -2.035 -3.093
Dy 0.997 -0.574 -1.044
N -0.582 -2.097 -0.222
N -0.394 -1.435 -2.697
N 1.259 -0.041 1.143
N 2.930 0.679 -0.705
O -0.606 -2.457 1.063
O 0.359 -0.452 2.113
O 3.936 0.976 -1.619
O -0.166 -1.097 -3.904
C -1.516 -2.144 -2.383
C -1.640 -2.470 -1.001
C 2.161 0.900 1.517
C 3.035 1.331 0.468
C -2.851 -3.119 -0.416
H -3.535 -2.358 -0.001
H -2.559 -3.807 0.387
H -3.401 -3.670 -1.186
C -2.484 -2.436 -3.465
H -1.990 -2.983 -4.280
H -2.875 -1.501 -3.890
H -3.320 -3.028 -3.093
C 2.278 1.457 2.896
C 4.061 2.380 0.695
H 1.756 0.829 3.622
H 1.870 2.478 2.953
H 3.335 1.523 3.189
H 4.439 2.774 -0.249
H 4.902 1.971 1.269
H 3.646 3.204 1.285
H -0.056 -1.390 1.698
H 4.185 0.077 -1.979
C 2.902 -2.220 -1.580
H 2.027 -2.128 -2.261
H 2.830 -1.745 -0.577
H 3.071 -3.293 -1.391
O 1.396 -4.524 2.004
H 2.001 -4.001 2.556
H 0.645 -3.915 1.840
C -1.720 2.499 2.338
N -1.837 1.045 2.030
C -2.562 0.333 3.120
C -2.501 0.786 0.684
C -1.820 1.566 -0.407
C -2.430 2.740 -0.899
C -1.770 3.515 -1.861
C -0.518 3.130 -2.336
C 0.073 1.934 -1.852
C -0.607 1.162 -0.933
H -2.707 2.966 2.219
H -0.999 2.981 1.667
H -1.392 2.608 3.381
H -0.864 0.588 1.990
H -3.621 0.621 3.089
H -2.462 -0.747 2.964
H -2.120 0.623 4.080
H -2.433 -0.299 0.521
H -3.559 1.071 0.805
H -3.409 3.039 -0.508
H -2.251 4.422 -2.237
H 0.014 3.734 -3.075
H 1.071 1.641 -2.215
```

Results
E	-2315.48276	a.u.
2S+1	6
LUMO energy (alpha / beta)	-4.60 / -4.57	eV
charge	+1
HOMO-LUMO gap (alpha / beta)	0.1809 / 0.1787	hartree

Here is 3 unconnected molecules or ions with the total composition C18H33FINO8 from the Open Molecules 2025 dataset. Energies are from the ωB97M-V functional and the def2-TZVPD basis.

```
62
Properties=species:S:1:pos:R:3
C 4.673 1.452 0.316
C 3.508 0.941 -0.545
C 2.563 0.069 0.272
F 2.116 0.832 1.356
C 1.378 -0.584 -0.503
N 1.509 -0.327 -1.937
C -0.032 -0.224 0.052
C -0.281 1.312 -0.080
C -0.793 2.023 1.173
C -1.133 3.484 0.873
O -2.157 3.615 -0.115
O -0.203 -0.552 1.417
C 0.437 -1.709 1.926
C -1.159 -0.870 -0.812
I -0.884 -2.971 -1.295
C -2.561 -0.625 -0.219
C -3.386 0.420 -1.010
H 4.364 2.236 1.008
H 5.094 0.624 0.896
H 5.479 1.838 -0.314
H 2.968 1.779 -0.996
H 3.908 0.323 -1.352
H 3.167 -0.736 0.708
H 1.519 -1.664 -0.411
H 0.931 -0.964 -2.467
H 1.269 0.626 -2.176
H -0.979 1.495 -0.900
H 0.659 1.803 -0.359
H -1.694 1.549 1.576
H -0.023 1.989 1.948
H -1.544 3.945 1.775
H -0.235 4.043 0.580
H -1.781 3.393 -0.966
H 0.456 -2.545 1.229
H -0.129 -2.023 2.807
H 1.459 -1.473 2.256
H -1.108 -0.390 -1.790
H -2.486 -0.346 0.831
H -3.106 -1.571 -0.234
H -4.178 -0.049 -1.595
H -2.769 0.984 -1.710
H -3.844 1.150 -0.337
C -1.230 4.422 -3.526
C -2.221 4.854 -4.589
O -2.615 3.603 -5.158
C -2.408 2.623 -4.249
O -2.788 1.507 -4.360
O -1.693 3.107 -3.195
H -1.240 5.053 -2.640
H -0.211 4.348 -3.912
H -3.101 5.339 -4.164
H -1.790 5.488 -5.357
C 1.133 -5.944 4.916
C 0.655 -7.217 4.242
O 0.109 -6.724 3.016
C 0.682 -5.529 2.739
O 0.562 -4.940 1.718
O 1.410 -5.097 3.797
H 2.033 -6.073 5.511
H 0.356 -5.478 5.524
H 1.476 -7.899 4.011
H -0.111 -7.747 4.800
```

Results
E	-1759.88565	a.u.
LUMO energy	0.51	eV
SMILES	CC[C@@H](F)[C@H](N)[C@](CCCO)(OC)[C@@H](I)CC.O=C1OCCO1.O=C1OCCO1
HOMO-LUMO gap	0.3337	hartree

Here is 7 unconnected molecules or ions with the total composition C18H33N13O11S from the Open Molecules 2025 dataset. Energies are from the ωB97M-V functional and the def2-TZVPD basis.

```
76
Properties=species:S:1:pos:R:3
C 0.234 -0.327 -5.832
O 0.224 -0.468 -4.423
C -0.588 0.450 -3.735
C 0.194 1.442 -2.948
C 1.215 1.149 -2.171
C 1.899 2.193 -1.408
O 3.085 2.154 -1.190
C 1.009 3.286 -0.928
C -0.033 3.609 -1.757
C -0.920 4.580 -1.428
C -0.764 5.238 -0.245
C 0.269 4.931 0.569
O 0.389 5.622 1.763
N 0.102 4.825 2.963
O -0.747 4.059 2.814
C 1.188 3.951 0.259
S 2.545 3.592 1.327
C -0.197 2.861 -3.022
O -0.595 3.378 -4.034
H -0.285 -1.155 -6.298
H -0.220 0.599 -6.166
H 1.264 -0.310 -6.161
H -1.188 -0.110 -3.037
H -1.278 0.989 -4.374
H 1.561 0.142 -2.054
H -1.732 4.798 -2.092
H -1.476 5.988 0.029
H 1.898 3.235 2.445
C 2.720 -0.084 2.608
O 2.541 0.764 3.474
N 2.456 -1.406 2.823
N 3.212 0.267 1.383
H 2.623 -2.125 2.144
H 2.112 -1.664 3.729
H 3.428 1.250 1.263
H 3.374 -0.374 0.629
C -4.905 -2.335 -1.247
O -4.141 -3.297 -1.213
N -5.889 -2.263 -2.191
N -4.834 -1.303 -0.365
H -6.536 -1.502 -2.255
H -5.964 -3.031 -2.841
H -4.106 -1.341 0.340
H -5.466 -0.527 -0.380
C 6.018 -2.164 0.987
O 5.122 -2.930 1.312
N 6.982 -2.510 0.081
N 6.113 -0.902 1.498
H 7.723 -1.898 -0.201
H 6.933 -3.431 -0.311
H 5.409 -0.632 2.159
H 6.823 -0.245 1.241
C -1.324 -2.096 0.860
O -2.370 -1.578 1.231
N -0.099 -1.575 1.178
N -1.313 -3.227 0.103
H 0.765 -1.981 0.886
H -0.081 -0.744 1.740
H -2.209 -3.604 -0.164
H -0.475 -3.672 -0.220
C -6.128 -5.960 -2.493
O -6.406 -5.229 -3.435
N -7.045 -6.819 -1.946
N -4.898 -5.964 -1.918
H -6.845 -7.425 -1.174
H -7.961 -6.830 -2.352
H -4.221 -5.323 -2.289
H -4.648 -6.537 -1.136
C 1.663 3.625 6.085
O 0.742 2.898 6.404
N 2.687 3.215 5.275
N 1.748 4.927 6.515
H 3.448 3.809 5.008
H 2.664 2.265 4.934
H 1.014 5.261 7.109
H 2.494 5.546 6.266
```

Results
E	-2643.48568	a.u.
LUMO energy	-1.07	eV
SMILES	COCC1=CC(=O)c2c(ccc(ON=O)c2S)C1=O.NC(N)=O.NC(N)=O.NC(N)=O.NC(N)=O.NC(N)=O.NC(N)=O
relative energy (zero: lowest compared OMol25 entry of this formula, charge and spin)	0.0000	eV
HOMO-LUMO gap	0.3020	hartree

Here is 7 unconnected molecules or ions with the total composition C18H33N3O12 from the Open Molecules 2025 dataset. Energies are from the ωB97M-V functional and the def2-TZVPD basis.

```
66
Properties=species:S:1:pos:R:3
C -5.561 4.172 4.419
C -5.623 4.781 5.752
N -5.650 5.252 6.817
H -6.478 3.797 3.966
H -4.995 3.248 4.530
H -5.037 4.850 3.746
C 3.435 -3.674 -5.147
C 3.467 -2.600 -6.086
N 3.520 -1.741 -6.862
H 3.506 -3.348 -4.109
H 3.941 -4.615 -5.365
H 2.387 -3.972 -5.175
C -8.319 1.430 -5.149
C -8.699 0.174 -4.506
N -8.981 -0.839 -3.935
H -7.242 1.569 -5.063
H -8.788 2.243 -4.594
H -8.484 1.388 -6.226
C 5.564 5.555 -0.878
O 5.672 5.790 -2.296
C 5.517 4.766 -3.058
O 5.489 3.600 -2.646
O 5.255 5.198 -4.222
C 4.915 4.307 -5.256
H 6.109 4.632 -0.680
H 4.552 5.345 -0.533
H 6.009 6.324 -0.247
H 4.590 4.993 -6.039
H 4.119 3.619 -4.971
H 5.731 3.616 -5.465
C 0.924 -12.054 -0.415
O 0.833 -10.725 0.146
C 1.563 -9.722 -0.229
O 2.449 -9.758 -1.098
O 1.160 -8.719 0.454
C 1.619 -7.414 0.105
H 0.193 -12.101 -1.223
H 0.695 -12.855 0.288
H 1.829 -12.310 -0.965
H 1.456 -7.174 -0.945
H 2.608 -7.164 0.489
H 0.971 -6.703 0.617
C 1.238 3.220 5.236
O 2.007 4.402 4.867
C 2.048 5.577 5.576
O 2.899 6.463 5.396
O 1.023 5.610 6.478
C 0.757 6.727 7.318
H 1.514 2.933 6.250
H 1.433 2.309 4.670
H 0.164 3.394 5.304
H -0.145 7.252 7.005
H 1.618 7.385 7.437
H 0.479 6.394 8.318
C -4.632 -2.478 0.478
O -3.240 -2.393 0.119
C -2.670 -1.153 -0.108
O -3.268 -0.129 0.063
O -1.344 -1.335 -0.542
C -0.495 -0.185 -0.807
H -4.972 -3.467 0.170
H -5.280 -1.748 -0.007
H -4.585 -2.315 1.554
H -0.296 0.413 0.082
H -0.919 0.487 -1.553
H 0.442 -0.522 -1.250
```

Results
E	-1772.69054	a.u.
LUMO energy	0.12	eV
SMILES	COC(=O)OC.COC(=O)OC.COC(=O)OC.COC(=O)OC.CC#N.CC#N.CC#N
relative energy (zero: lowest compared OMol25 entry of this formula, charge and spin)	0.7722	eV
HOMO-LUMO gap	0.3924	hartree

Here is 6 unconnected molecules or ions with the total composition C18H33N6O9 from the Open Molecules 2025 dataset. Energies are from the ωB97M-V functional and the def2-TZVPD basis.

```
66
Properties=species:S:1:pos:R:3
N 23.688 51.096 17.396
O 23.199 50.344 16.523
O 24.253 52.251 17.013
O 24.108 50.692 18.457
C 20.722 48.718 17.709
C 19.454 48.078 17.126
C 18.891 46.821 17.955
C 19.608 46.372 19.141
C 20.893 46.991 19.600
C 21.380 48.206 18.776
N 19.088 45.172 19.870
O 19.953 44.576 20.686
O 17.849 44.790 19.710
H 21.109 49.585 17.413
H 18.892 48.477 16.557
H 18.048 46.293 17.674
H 21.474 46.659 20.386
H 22.221 48.533 19.214
C 29.733 52.228 19.298
O 29.593 53.229 19.993
N 28.669 51.617 18.587
C 28.900 50.431 17.737
C 27.209 51.948 18.861
H 30.653 51.913 18.745
H 29.485 49.748 18.061
H 29.260 50.507 16.674
H 28.026 49.839 17.944
H 26.680 51.383 19.588
H 26.661 52.361 18.049
H 27.283 52.794 19.420
C 22.840 55.325 15.232
O 23.375 55.050 14.043
N 22.104 56.453 15.422
C 21.627 56.906 16.728
C 21.936 57.353 14.269
H 23.189 54.563 16.018
H 22.248 57.672 16.976
H 21.480 55.975 17.414
H 20.703 57.275 16.708
H 21.276 58.196 14.438
H 21.732 56.639 13.377
H 22.662 58.029 14.246
C 25.601 57.226 19.862
O 26.436 58.103 20.332
N 26.037 56.469 18.831
C 24.993 55.644 18.250
C 27.194 56.515 18.104
H 24.549 56.832 20.227
H 24.992 55.668 17.176
H 23.937 55.714 18.297
H 24.944 54.689 18.432
H 27.311 57.579 17.847
H 27.433 55.964 16.993
H 27.954 56.403 18.781
C 27.107 46.350 17.395
O 27.569 47.403 16.773
N 26.205 46.358 18.316
C 25.534 45.117 18.869
C 25.704 47.669 18.749
H 27.291 45.327 17.253
H 25.134 45.573 19.847
H 26.133 44.347 19.174
H 24.550 44.657 18.286
H 25.100 48.144 18.046
H 26.372 48.298 18.969
H 25.108 47.802 19.602
```

Results
E	-1710.75270	a.u.
LUMO energy	0.60	eV
relative energy (zero: lowest compared OMol25 entry of this formula, charge and spin)	5.2267	eV
charge	-1
HOMO-LUMO gap	0.2236	hartree

Here is 2 unconnected molecules or ions with the total composition C18H34BIN3O9 from the Open Molecules 2025 dataset. Energies are from the ωB97M-V functional and the def2-TZVPD basis.

```
66
Properties=species:S:1:pos:R:3
C -3.797 -1.478 -0.060
C -3.015 -1.204 1.316
O -3.343 0.054 1.958
B -2.463 1.117 1.518
O -3.037 2.150 0.703
N -1.014 1.007 1.927
C -0.093 1.264 0.836
N -0.126 0.632 -0.324
C 0.816 0.912 -1.483
C -0.112 0.727 -2.814
C 0.559 1.326 -4.136
C -0.599 1.296 -5.287
O -1.719 0.434 -4.881
N 0.952 2.273 1.027
C 2.004 1.823 1.997
C 3.373 1.538 1.164
O 4.102 2.787 1.167
C 5.091 2.832 0.150
O 5.019 2.288 -0.972
C 6.399 3.716 0.466
C 7.747 3.120 -0.160
C 0.402 3.623 1.332
C 0.770 4.555 0.045
O 1.918 4.455 -0.452
I -0.604 5.939 -0.903
H -4.719 -0.828 -0.221
H -4.113 -2.586 -0.039
H -3.069 -1.397 -0.952
H -3.282 -2.065 2.029
H -1.884 -1.310 1.089
H -3.281 1.704 -0.149
H -0.899 1.683 2.705
H -0.821 -0.118 -0.517
H 1.173 1.992 -1.509
H 1.683 0.165 -1.451
H -0.363 -0.384 -2.864
H -1.094 1.282 -2.558
H 1.002 2.371 -3.996
H 1.346 0.564 -4.483
H -0.176 0.796 -6.237
H -1.004 2.342 -5.480
H -2.552 0.766 -5.271
H 1.711 0.819 2.485
H 2.236 2.563 2.830
H 3.974 0.682 1.642
H 3.068 1.170 0.126
H 6.175 4.799 0.146
H 6.501 3.723 1.616
H 7.553 2.714 -1.205
H 8.089 2.237 0.487
H 8.541 3.934 -0.136
H 0.891 4.145 2.225
H -0.726 3.634 1.517
C -3.200 -7.749 2.732
C -3.428 -6.797 1.577
C -2.699 -5.492 1.721
O -3.530 -4.594 0.992
C -4.793 -5.107 1.039
O -5.775 -4.511 0.701
O -4.791 -6.379 1.522
H -2.135 -7.899 2.920
H -3.676 -7.382 3.646
H -3.652 -8.720 2.514
H -3.183 -7.287 0.629
H -1.697 -5.528 1.290
H -2.629 -5.141 2.756
```

Results
E	-1869.97764	a.u.
LUMO energy	-3.63	eV
charge	+1
HOMO-LUMO gap	0.3245	hartree